Computed, not measured: a molecular structure, C22H52BBrCsF8Mg2O8P in a non-equilibrium geometry, with the ωB97M-V functional and the def2-TZVPD basis.

Last column: Mulliken charge in e.
CARTESIAN COORDINATES (ANGSTROEM)
C -0.2016 -4.6352 2.5866  -0.51
C 1.3731 -4.5277 2.6490  -0.68
C 1.9247 -3.8670 1.3215  0.43
C 2.2226 -2.3335 1.4202  0.54
C 3.2576 -1.7814 0.3730  -0.59
C 3.1027 -2.3476 -1.1236  -1.85
C 2.1975 -1.4615 -2.1094  -0.62
C 0.8595 -0.8728 -1.5134  -0.06
C -0.4438 -1.7203 -1.8944  -1.17
C -1.1348 -2.4068 -0.6391  1.35
C -2.6708 -2.0950 -0.5266  -1.45
C -3.0352 -0.5868 -0.2032  0.74
C -1.9415 0.1614 0.5326  1.11
C -2.3842 1.5109 1.2047  0.28
C -1.6249 2.7715 0.6147  -0.64
C -0.2258 3.0555 1.2878  -0.37
C -4.3769 -0.7103 0.6769  -0.77
P -4.1090 -1.2433 2.4506  0.73
O -5.3337 -2.0513 2.8390  -0.95
O -4.0987 0.0540 3.4950  -0.43
O -2.8199 -2.2461 2.6532  -0.27
H -0.5836 -5.6284 2.2532  0.32
H -0.5724 -3.8882 1.8352  -0.08
H -0.6320 -4.3553 3.5751  0.24
H 1.6421 -3.8669 3.5047  0.31
H 1.8468 -5.5424 2.7130  0.28
H 1.1298 -3.9884 0.5322  -0.83
H 2.8339 -4.4251 0.9781  0.51
H 2.6838 -2.1680 2.4357  0.69
H 1.2722 -1.7412 1.4494  -0.99
H 3.0770 -0.6658 0.3082  -0.11
H 4.3093 -1.8863 0.8250  0.50
H 2.7376 -3.4401 -1.2093  -0.83
H 4.1925 -2.3453 -1.5893  2.29
H 1.8868 -2.1487 -2.9482  0.39
H 2.8098 -0.6614 -2.6158  0.33
H 0.7053 0.1196 -2.0234  0.43
H 0.8691 -0.6557 -0.4215  0.12
H -1.2159 -1.0807 -2.3989  0.47
H -0.1605 -2.5054 -2.6402  0.38
H -1.0574 -3.5193 -0.8135  0.49
H -0.5941 -2.2242 0.3207  -1.27
H -3.1825 -2.7948 0.1870  0.49
H -3.1224 -2.3182 -1.5378  0.43
H -1.1716 0.4384 -0.2506  -0.33
H -1.3422 -0.4894 1.3709  -0.66
H -3.4748 1.7394 1.1422  -0.47
H -2.1151 1.4735 2.2961  0.40
H -1.5119 2.6711 -0.4892  0.34
H -2.2790 3.6490 0.8623  0.24
H 0.5449 3.2628 0.4972  -0.48
H 0.1602 2.1932 1.8889  0.20
H -0.2321 3.9553 1.9481  0.52
H -4.9516 0.2510 0.6884  0.09
H -5.0481 -1.4977 0.2443  0.55
H -4.6920 0.7041 3.0692  0.35
H -2.2468 -1.8369 3.4209  0.27
Cs 5.1442 -3.3949 -2.0527  0.92
O -7.7746 -3.5603 2.2935  -0.35
H -7.8589 -4.5293 2.1884  0.47
H -8.1367 -3.0834 1.5195  0.44
H -6.8327 -3.2920 2.4762  0.54
C 1.8983 6.6605 -0.4159  -1.37
C 1.3384 5.3131 -0.8145  0.36
O 2.1791 4.5752 -1.7225  -0.35
C 3.2482 3.8297 -1.2055  0.10
O 2.8795 2.9951 -0.2135  -0.74
C 4.4823 4.6590 -0.7895  1.10
F 4.7497 5.6478 -1.6340  -0.22
F 5.5021 3.7423 -0.8384  -0.36
F 4.4746 5.1997 0.4196  -0.20
H 2.3818 7.1539 -1.2599  0.26
H 1.0950 7.3015 -0.0400  0.50
H 2.6334 6.5671 0.3873  0.26
H 0.4195 5.5010 -1.3707  0.38
H 1.0472 4.7224 0.0576  -0.16
H 3.6253 3.3439 -2.1402  0.21
Mg 1.3802 -5.7232 -1.3614  -0.03
B -5.8317 3.0516 -0.6805  0.51
F -6.0344 2.3029 -1.8473  -0.36
F -5.8948 2.1810 0.4803  -0.43
F -4.5537 3.6589 -0.7033  -0.31
F -6.8228 4.0465 -0.5611  -0.35
Br -0.8665 -0.8964 2.9308  -0.40
F -0.6535 7.2401 -1.0605  -0.72
O -5.1410 4.8227 2.2634  -0.33
H -4.3980 4.6577 2.8776  0.44
H -5.9312 5.1582 2.7356  0.44
H -5.3549 4.0211 1.7276  0.37
C 9.3723 -3.7643 -6.4458  -0.48
O 8.7044 -4.1223 -5.2356  -0.51
H 8.6483 -3.3151 -7.1226  0.20
H 10.1641 -3.0424 -6.2346  0.24
H 9.7976 -4.6544 -6.9129  0.25
H 9.3625 -4.5167 -4.6543  0.30
Mg 4.5048 2.0914 -0.5437  0.94

- energy above the lowest of the compared OMol25 structures with the same formula, charge and spin (kJ/mol) = 0.0
- E_LUMO (eV) = -8.0
- maximum force (eV/Å) = 16.4
- net charge = +2